{
  "formula": "C32H34N2OP2Pm",
  "method": "ωB97M-V with the def2-TZVPD basis set",
  "energy_ha": -2715.4608,
  "e_homo_ev": [-9.257, -9.276],
  "total_charge": 1,
  "s2": 6.010,
  "gap_ha": [0.219, 0.226],
  "spin_multiplicity": 5,
  "symbols": ["C", "C", "C", "C", "C", "C", "C", "C", "C", "C", "C", "C", "C", "H", "H", "H", "H", "H", "H", "H", "N", "Pm", "C", "H", "H", "C", "H", "H", "P", "P", "C", "H", "H", "H", "C", "H", "H", "H", "C", "H", "H", "H", "C", "H", "H", "H", "C", "O", "H", "C", "C", "C", "C", "C", "C", "N", "C", "C", "C", "C", "C", "C", "H", "H", "H", "H", "H", "H", "H", "H", "H", "H"],
  "xyz": [[-0.9986, 3.4589, -2.8148], [-0.8175, 2.1178, -2.4807], [0.5090, 1.6193, -2.4256], [1.5887, 2.4153, -2.7952], [1.3841, 3.7495, -3.1370], [0.0878, 4.2682, -3.1566], [2.9835, 1.8285, -2.6300], [2.9778, 0.3242, -2.8542], [1.8227, -0.3726, -2.5029], [1.7558, -1.7854, -2.6386], [2.9146, -2.4634, -3.0112], [4.0906, -1.7689, -3.3068], [4.1250, -0.3752, -3.2229], [-2.0134, 3.8653, -2.8240], [2.2506, 4.3668, -3.3839], [-0.0809, 5.3067, -3.4405], [3.6628, 2.2966, -3.3492], [2.8849, -3.5536, -3.0859], [4.9831, -2.3198, -3.6058], [5.0354, 0.1879, -3.4427], [0.7610, 0.3369, -1.8927], [0.4935, -0.0281, 0.1827], [-1.9887, 1.2187, -2.1391], [-1.8829, 0.2315, -2.6176], [-2.9357, 1.6723, -2.4612], [0.4750, -2.5307, -2.3139], [-0.4103, -1.9876, -2.6809], [0.4869, -3.5408, -2.7454], [-2.1394, 0.9003, -0.3047], [0.2500, -2.7611, -0.4733], [1.5623, -3.9778, -0.1250], [1.6777, -4.0670, 0.9627], [1.2763, -4.9541, -0.5430], [2.5183, -3.6544, -0.5550], [-1.2105, -3.8481, -0.3915], [-0.9470, -4.8490, -0.7637], [-1.5318, -3.9175, 0.6560], [-2.0298, -3.4267, -0.9895], [-2.5685, 2.5784, 0.2844], [-3.6229, 2.7969, 0.0665], [-2.4016, 2.6234, 1.3681], [-1.9277, 3.3318, -0.1904], [-3.7581, 0.0662, -0.2077], [-3.8126, -0.4459, 0.7644], [-4.5750, 0.7989, -0.2823], [-3.8508, -0.6831, -1.0067], [3.4486, 2.0930, -1.2659], [2.9094, 1.7366, -0.2223], [4.3623, 2.6670, -1.4875], [-1.2774, 3.6881, 4.1669], [-0.3302, 3.6481, 3.1336], [0.1614, 2.4320, 2.6734], [-0.3399, 1.2129, 3.2263], [-1.2183, 1.2728, 4.3312], [-1.7133, 2.4993, 4.7674], [0.0419, 0.0290, 2.6283], [-0.3569, -1.2511, 3.0526], [0.6303, -2.2710, 3.0664], [0.2758, -3.5857, 3.3503], [-1.0641, -3.9157, 3.5885], [-2.0491, -2.9202, 3.5639], [-1.7027, -1.5925, 3.3183], [-1.6623, 4.6469, 4.5188], [0.0318, 4.5772, 2.6879], [0.9407, 2.3915, 1.9002], [-1.5295, 0.3467, 4.8139], [-2.4333, 2.5233, 5.5861], [1.6663, -1.9875, 2.8635], [1.0460, -4.3575, 3.3866], [-1.3382, -4.9506, 3.8011], [-3.0934, -3.1769, 3.7489], [-2.4597, -0.8055, 3.3090]],
  "atomic_forces_ev_per_a": [[0.1, 0.0, -0.2], [0.4, -0.2, 0.2], [-0.5, 0.0, 0.3], [-0.1, 0.4, 0.1], [-0.1, -0.2, -0.2], [0.0, 0.0, 0.1], [-1.6, -0.9, -1.6], [0.4, -0.3, 0.1], [-0.2, -0.4, 0.4], [-0.1, 0.5, 0.4], [0.2, 0.1, -0.2], [0.0, 0.0, 0.0], [-0.2, 0.0, -0.3], [0.3, -0.1, -0.1], [-0.3, -0.1, 0.0], [0.1, -0.3, 0.1], [0.0, 0.0, 0.2], [0.1, 0.3, -0.1], [-0.3, 0.2, 0.1], [-0.2, -0.3, 0.0], [-0.4, -0.2, -2.6], [1.0, 0.5, 3.7], [0.0, 0.0, 0.2], [0.0, 0.3, 0.0], [0.2, -0.1, -0.1], [0.0, -0.2, 0.2], [0.3, -0.1, 0.0], [0.0, 0.3, -0.1], [-1.0, 1.0, -1.1], [0.2, -1.2, -1.1], [0.3, 0.0, 0.4], [0.0, -0.1, -0.3], [0.1, 0.3, 0.1], [-0.2, -0.1, 0.1], [-0.4, 0.2, 0.2], [-0.1, 0.4, 0.1], [0.0, -0.1, -0.2], [0.2, -0.1, 0.2], [0.1, 0.1, 0.5], [0.3, 0.0, 0.0], [-0.1, 0.1, -0.2], [-0.1, -0.2, 0.1], [0.0, -0.5, 0.3], [-0.2, 0.1, -0.3], [0.3, -0.3, 0.0], [0.0, 0.2, 0.3], [-0.1, -0.1, 0.6], [0.8, 0.5, -1.0], [0.5, 0.3, 2.1], [-0.1, 0.1, 0.0], [-0.1, 0.0, 0.2], [-0.6, -0.6, 0.3], [-0.2, 0.1, 0.1], [-0.1, 0.3, -0.2], [0.4, 0.1, -0.2], [0.7, -0.1, -1.2], [0.1, 0.3, -0.2], [-0.5, 0.4, -0.1], [-0.4, -0.1, -0.1], [0.1, -0.1, 0.0], [0.2, 0.1, 0.0], [0.2, -0.3, -0.1], [0.1, -0.3, -0.1], [-0.1, -0.2, 0.2], [-0.2, 0.1, 0.2], [0.1, 0.4, -0.1], [0.2, 0.1, -0.2], [-0.2, -0.1, 0.2], [-0.2, 0.2, 0.0], [0.1, 0.3, 0.0], [0.3, 0.0, 0.0], [0.2, -0.3, -0.1]]
}